The following is a DFT calculation (ωB97M-V with the def2-TZVPD basis set) of 3 unconnected molecules or ions with the total composition C2H10O2S.

For the electronic energy, the calculation gives -17166.240 eV. The calculation puts the lowest unoccupied orbital energy at 0.591 eV. The charge is 0. The value obtained for the HOMO-LUMO gap is 10.017 eV.

CARTESIAN COORDINATES (ANGSTROEM)
C  1.554  -1.057  -2.611
C  0.871  -0.822  -1.279
S  1.855  0.169  -0.094
H  2.017  -0.154  -2.984
H  2.347  -1.800  -2.526
H  0.807  -1.385  -3.339
H  0.592  -1.741  -0.787
H  -0.080  -0.286  -1.375
H  2.203  -0.831  0.697
O  -1.281  1.311  1.171
H  -1.107  0.424  1.505
H  -0.397  1.716  1.206
O  -4.055  0.052  2.433
H  -4.746  0.542  1.967
H  -3.338  0.096  1.790